# 1
Formula: C3H3BrS
Source: the Open Molecules 2025 dataset
Level of theory: ωB97M-V/def2-TZVPD

Lowest unoccupied orbital energy (spin up / spin down) in eV: -3.51 / -3.53
Charge: 0
Energy relative to the best compared isomer or geometry (same formula, charge and spin) in eV: 5.167
E_HOMO (spin up / spin down) in eV: -9.47 / -9.44
Gap between HOMO and LUMO (spin up / spin down) in eV: 5.95 / 5.92

Last columns: bonded neighbours and bond lengths (Å).
Element x y z (Å)
1 C -0.216 0.075 0.367  C2 1.212, C3 1.410
2 C 0.639 -0.514 -0.259  C1 1.212
3 C -1.068 1.028 0.963  C1 1.410, H6 1.076, H7 1.128, H8 1.200
4 S 1.316 -2.789 -2.024  Br5 2.113
5 Br 3.199 -2.043 -2.623  S4 2.113
6 H -1.492 0.755 1.913  C3 1.076
7 H -1.816 1.472 0.245  C3 1.128
8 H -0.561 2.016 1.418  C3 1.200

In elementary charge units, the Löwdin charges are: number 1, C, carries -0.322; number 2, C, carries 0.011; number 3, C, carries -0.174; number 4, S, carries 0.063; number 5, Br, carries 0.144; number 6, H, carries 0.056; number 7, H, carries 0.094; number 8, H, carries 0.129

# 2
Formula: C3H3Cl
Source: the Open Molecules 2025 dataset
Level of theory: ωB97M-V/def2-TZVPD

Lowest unoccupied orbital energy in eV: 0.95
Structure (SMILES): ClC1=CC1
Charge: 0
Energy relative to the best compared isomer or geometry (same formula, charge and spin) in eV: 1.845
E_HOMO in eV: -8.66
Gap between HOMO and LUMO in eV: 9.61

Last columns: bonded neighbours and bond lengths (Å).
Element x y z (Å)
1 C 0.418 0.877 -0.134  C2 1.464, C3 1.526, H5 1.012
2 C -0.818 0.096 -0.054  C1 1.464, C3 1.457, Cl4 1.693
3 C 0.433 -0.619 0.164  C1 1.526, C2 1.457, H6 1.109, H7 1.012
4 Cl -2.503 -0.040 -0.138  C2 1.693
5 H 0.793 1.786 -0.369  C1 1.012
6 H 0.815 -1.381 -0.545  C3 1.109
7 H 0.862 -0.718 1.076  C3 1.012

In elementary charge units, the Löwdin charges are: number 1, C, carries 0.059; number 2, C, carries -0.681; number 3, C, carries -0.209; number 4, Cl, carries 0.665; number 5, H, carries 0.038; number 6, H, carries 0.093; number 7, H, carries 0.035

# 3
Formula: C3H3Cl
Source: the Open Molecules 2025 dataset
Level of theory: ωB97M-V/def2-TZVPD

Lowest unoccupied orbital energy in eV: -0.41
Charge: 0
Energy relative to the best compared isomer or geometry (same formula, charge and spin) in eV: 3.110
E_HOMO in eV: -8.55
Gap between HOMO and LUMO in eV: 8.14

Last columns: bonded neighbours and bond lengths (Å).
Element x y z (Å)
1 C 0.938 -0.645 -0.109  C3 1.400, Cl4 1.721, H5 1.075
2 C -1.680 0.469 -0.277  C3 1.472, H6 1.095
3 C -0.277 0.049 -0.125  C1 1.400, C2 1.472, H7 1.138
4 Cl 2.431 0.183 0.109  C1 1.721
5 H 0.997 -1.704 -0.285  C1 1.075
6 H -2.195 0.470 0.689  C2 1.095
7 H -0.214 1.178 -0.003  C3 1.138

In elementary charge units, the Löwdin charges are: number 1, C, carries -0.599; number 2, C, carries 0.142; number 3, C, carries -0.289; number 4, Cl, carries 0.578; number 5, H, carries 0.049; number 6, H, carries 0.011; number 7, H, carries 0.107

# 4
Formula: C3H3Cl2FO
Source: the Open Molecules 2025 dataset
Level of theory: ωB97M-V/def2-TZVPD

Lowest unoccupied orbital energy in eV: 0.65
Structure (SMILES): OC/C(Cl)=C(\F)Cl
Charge: 0
Energy relative to the best compared isomer or geometry (same formula, charge and spin) in eV: 0.380
E_HOMO in eV: -9.44
Gap between HOMO and LUMO in eV: 10.08

Last columns: bonded neighbours and bond lengths (Å).
Element x y z (Å)
1 C -0.911 0.371 0.056  C2 1.492, H5 1.086, H6 1.057, O7 1.431
2 C 0.580 0.451 0.030  C1 1.492, C3 1.331, Cl9 1.752
3 C 1.430 -0.570 -0.028  C2 1.331, F8 1.360, Cl10 1.695
4 H -2.362 -0.889 -0.108  O7 0.960
5 H -1.371 0.936 -0.749  C1 1.086
6 H -1.214 0.829 0.959  C1 1.057
7 O -1.405 -0.963 -0.099  C1 1.431, H4 0.960
8 F 1.010 -1.864 0.009  C3 1.360
9 Cl 1.125 2.114 -0.040  C2 1.752
10 Cl 3.117 -0.416 -0.029  C3 1.695

In elementary charge units, the Löwdin charges are: number 1, C, carries -0.276; number 2, C, carries -0.644; number 3, C, carries -0.768; number 4, H, carries 0.090; number 5, H, carries 0.118; number 6, H, carries 0.103; number 7, O, carries -0.053; number 8, F, carries 0.017; number 9, Cl, carries 0.673; number 10, Cl, carries 0.739

# 5
Formula: C3H3Cl2NO3S
Source: the Open Molecules 2025 dataset
Level of theory: ωB97M-V/def2-TZVPD

Lowest unoccupied orbital energy in eV: -0.65
Charge: 0
Energy relative to the best compared isomer or geometry (same formula, charge and spin) in eV: 0.000
E_HOMO in eV: -9.88
Gap between HOMO and LUMO in eV: 9.22

Last columns: bonded neighbours and bond lengths (Å).
Element x y z (Å)
1 C 3.329 0.851 -0.814  N4 1.176, O5 1.173
2 C -2.502 0.335 -1.069  C3 1.318, Cl9 1.750, H11 1.127
3 C -2.824 -0.801 -0.485  C2 1.318, Cl10 1.737, H12 1.135
4 N 4.197 0.344 -1.425  C1 1.176, H13 0.987
5 O 2.430 1.229 -0.160  C1 1.173
6 O 0.751 -0.745 1.351  S8 1.481
7 O 1.032 -1.246 -1.097  S8 1.479
8 S 0.508 -0.340 -0.052  O6 1.481, O7 1.479
9 Cl -1.367 0.426 -2.397  C2 1.750
10 Cl -3.889 -0.816 0.887  C3 1.737
11 H -3.064 1.311 -1.031  C2 1.127
12 H -2.261 -1.764 -0.691  C3 1.135
13 H 4.617 0.761 -2.214  N4 0.987

In elementary charge units, the Löwdin charges are: number 1, C, carries -0.399; number 2, C, carries -0.667; number 3, C, carries -0.672; number 4, N, carries 0.231; number 5, O, carries 0.055; number 6, O, carries -0.417; number 7, O, carries -0.448; number 8, S, carries 0.847; number 9, Cl, carries 0.590; number 10, Cl, carries 0.607; number 11, H, carries 0.088; number 12, H, carries 0.098; number 13, H, carries 0.088

# 6
Formula: C3H3Cl2NS
Source: the Open Molecules 2025 dataset
Level of theory: ωB97M-V/def2-TZVPD

Lowest unoccupied orbital energy in eV: -0.37
Structure (SMILES): Cl/C=N\Cl.C#CS
Charge: 0
Energy relative to the best compared isomer or geometry (same formula, charge and spin) in eV: 4.363
E_HOMO in eV: -8.85
Gap between HOMO and LUMO in eV: 8.48

Last columns: bonded neighbours and bond lengths (Å).
Element x y z (Å)
1 C 0.713 -0.312 1.219  C2 1.251, H8 1.054
2 C -0.327 -0.880 1.618  C1 1.251, S5 1.669
3 C 0.065 1.261 -1.712  N4 1.205, Cl6 1.878, H10 1.095
4 N 1.019 0.776 -1.158  C3 1.205, Cl7 1.779
5 S -1.796 -1.364 2.243  C2 1.669, H9 1.421
6 Cl -0.769 0.656 -3.282  C3 1.878
7 Cl 1.999 -0.562 -1.800  N4 1.779
8 H 1.401 0.076 0.521  C1 1.054
9 H -1.962 -1.808 3.583  S5 1.421
10 H -0.343 2.156 -1.231  C3 1.095

In elementary charge units, the Löwdin charges are: number 1, C, carries 0.015; number 2, C, carries -0.659; number 3, C, carries -0.600; number 4, N, carries -0.452; number 5, S, carries 0.694; number 6, Cl, carries 0.469; number 7, Cl, carries 0.577; number 8, H, carries -0.056; number 9, H, carries -0.089; number 10, H, carries 0.100

# 7
Formula: C3H3Cl2NS
Source: the Open Molecules 2025 dataset
Level of theory: ωB97M-V/def2-TZVPD

Lowest unoccupied orbital energy (spin up / spin down) in eV: -0.43 / -0.76
Charge: 0
Energy relative to the best compared isomer or geometry (same formula, charge and spin) in eV: 4.219
E_HOMO (spin up / spin down) in eV: -7.74 / -7.42
Gap between HOMO and LUMO (spin up / spin down) in eV: 7.31 / 6.66

Last columns: bonded neighbours and bond lengths (Å).
Element x y z (Å)
1 C -1.050 -0.847 -0.226  C2 1.282, Cl6 1.627
2 C -1.367 0.393 -0.166  C1 1.282, S5 1.883, Cl7 1.808
3 C 1.469 -0.310 -0.200  N4 1.335, H8 1.028, H9 0.994
4 N 1.105 0.845 0.361  C3 1.335, S5 1.675, H10 1.018
5 S -0.071 1.733 -0.435  C2 1.883, N4 1.675
6 Cl -1.578 -2.374 -0.030  C1 1.627
7 Cl -3.002 1.082 0.182  C2 1.808
8 H 1.738 -1.079 0.428  C3 1.028
9 H 1.106 -0.593 -1.080  C3 0.994
10 H 1.649 1.150 1.166  N4 1.018

In elementary charge units, the Löwdin charges are: number 1, C, carries -0.795; number 2, C, carries -1.002; number 3, C, carries -0.013; number 4, N, carries -0.433; number 5, S, carries 0.875; number 6, Cl, carries 0.672; number 7, Cl, carries 0.498; number 8, H, carries 0.069; number 9, H, carries 0.010; number 10, H, carries 0.118

# 8
Formula: C3H3Cl3
Source: the Open Molecules 2025 dataset
Level of theory: ωB97M-V/def2-TZVPD

Lowest unoccupied orbital energy in eV: 0.15
Structure (SMILES): ClCC=C(Cl)Cl
Charge: 0
Energy relative to the best compared isomer or geometry (same formula, charge and spin) in eV: 2.074
E_HOMO in eV: -9.10
Gap between HOMO and LUMO in eV: 9.25

Last columns: bonded neighbours and bond lengths (Å).
Element x y z (Å)
1 C 1.172 0.184 0.402  C2 1.540, H4 1.030, H5 1.219, Cl7 1.655
2 C -0.041 -0.433 -0.319  C1 1.540, C3 1.440, H6 1.141
3 C -1.349 0.167 -0.282  C2 1.440, Cl8 1.557, Cl9 1.876
4 H 1.493 -0.101 1.338  C1 1.030
5 H 0.910 1.351 0.639  C1 1.219
6 H -0.171 -1.528 -0.611  C2 1.141
7 Cl 2.506 -0.121 -0.529  C1 1.655
8 Cl -1.844 1.640 -0.374  C3 1.557
9 Cl -2.676 -1.159 -0.265  C3 1.876

In elementary charge units, the Löwdin charges are: number 1, C, carries -0.735; number 2, C, carries -0.252; number 3, C, carries -1.187; number 4, H, carries 0.022; number 5, H, carries 0.131; number 6, H, carries 0.092; number 7, Cl, carries 0.652; number 8, Cl, carries 0.799; number 9, Cl, carries 0.477

# 9
Formula: C3H3Cl3
Source: the Open Molecules 2025 dataset
Level of theory: ωB97M-V/def2-TZVPD

Lowest unoccupied orbital energy in eV: 0.60
Structure (SMILES): C=C(Cl)C(Cl)Cl
Charge: 0
Energy relative to the best compared isomer or geometry (same formula, charge and spin) in eV: 0.276
E_HOMO in eV: -9.96
Gap between HOMO and LUMO in eV: 10.57

Last columns: bonded neighbours and bond lengths (Å).
Element x y z (Å)
1 C -0.497 -1.345 -0.118  C2 1.313, H7 1.054, H8 1.058
2 C 0.120 -0.226 -0.421  C1 1.313, C3 1.488, Cl4 1.743
3 C 0.187 1.078 0.292  C2 1.488, Cl5 1.795, Cl6 1.755, H9 1.017
4 Cl 0.983 -0.230 -1.935  C2 1.743
5 Cl 1.428 0.849 1.569  C3 1.795
6 Cl -1.346 1.653 0.925  C3 1.755
7 H -0.210 -2.194 -0.672  C1 1.054
8 H -1.116 -1.380 0.740  C1 1.058
9 H 0.451 1.795 -0.380  C3 1.017

In elementary charge units, the Löwdin charges are: number 1, C, carries -0.023; number 2, C, carries -0.859; number 3, C, carries -1.121; number 4, Cl, carries 0.672; number 5, Cl, carries 0.595; number 6, Cl, carries 0.619; number 7, H, carries 0.054; number 8, H, carries 0.064; number 9, H, carries 0.000

# 10
Formula: C3H3Cl3O6S2
Source: the Open Molecules 2025 dataset
Level of theory: ωB97M-V/def2-TZVPD

Lowest unoccupied orbital energy in eV: 5.66
Charge: -2
E_HOMO in eV: -1.58
Gap between HOMO and LUMO in eV: 7.24

Last columns: bonded neighbours and bond lengths (Å).
Element x y z (Å)
1 C 1.019 0.807 -0.494  C2 1.543, H15 1.071, H16 1.198, H17 1.046
2 C 0.118 -0.445 -0.533  C1 1.543, C3 1.494, Cl12 1.739
3 C -1.074 -0.019 0.261  C2 1.494, S11 1.934, Cl13 1.743, Cl14 1.756
4 O 2.361 -1.620 1.368  S10 1.472
5 O -1.783 2.333 -1.133  S11 1.425
6 O 2.146 -2.793 -0.862  S10 1.459
7 O 0.559 -3.204 0.914  S10 1.452
8 O -2.875 1.754 0.956  S11 1.450
9 O -0.531 2.529 0.868  S11 1.479
10 S 1.523 -2.276 0.352  O4 1.472, O6 1.459, O7 1.452
11 S -1.645 1.828 0.193  C3 1.934, O5 1.425, O8 1.450, O9 1.479
12 Cl -0.139 -1.017 -2.154  C2 1.739
13 Cl -0.931 -0.328 1.971  C3 1.743
14 Cl -2.411 -1.018 -0.285  C3 1.756
15 H 2.008 0.676 -0.883  C1 1.071
16 H 1.092 1.299 0.597  C1 1.198
17 H 0.564 1.495 -1.137  C1 1.046

In elementary charge units, the Löwdin charges are: number 1, C, carries -0.190; number 2, C, carries -0.885; number 3, C, carries -1.286; number 4, O, carries -0.411; number 5, O, carries -0.351; number 6, O, carries -0.422; number 7, O, carries -0.416; number 8, O, carries -0.412; number 9, O, carries -0.427; number 10, S, carries 0.453; number 11, S, carries 0.318; number 12, Cl, carries 0.599; number 13, Cl, carries 0.663; number 14, Cl, carries 0.571; number 15, H, carries 0.055; number 16, H, carries 0.120; number 17, H, carries 0.021

Please write out number 2 again, unchanged.
Formula: C3H3Cl
Source: the Open Molecules 2025 dataset
Level of theory: ωB97M-V/def2-TZVPD

Lowest unoccupied orbital energy in eV: 0.95
Structure (SMILES): ClC1=CC1
Charge: 0
Energy relative to the best compared isomer or geometry (same formula, charge and spin) in eV: 1.845
E_HOMO in eV: -8.66
Gap between HOMO and LUMO in eV: 9.61

Last columns: bonded neighbours and bond lengths (Å).
Element x y z (Å)
1 C 0.418 0.877 -0.134  C2 1.464, C3 1.526, H5 1.012
2 C -0.818 0.096 -0.054  C1 1.464, C3 1.457, Cl4 1.693
3 C 0.433 -0.619 0.164  C1 1.526, C2 1.457, H6 1.109, H7 1.012
4 Cl -2.503 -0.040 -0.138  C2 1.693
5 H 0.793 1.786 -0.369  C1 1.012
6 H 0.815 -1.381 -0.545  C3 1.109
7 H 0.862 -0.718 1.076  C3 1.012

In elementary charge units, the Löwdin charges are: number 1, C, carries 0.059; number 2, C, carries -0.681; number 3, C, carries -0.209; number 4, Cl, carries 0.665; number 5, H, carries 0.038; number 6, H, carries 0.093; number 7, H, carries 0.035

Question: Look up the charge of the sixth one.
Answer: 0

Question: charge of number 3 (C3H3Cl)?
Answer: 0